{"formula": "C10H24ClN2O4Zn", "method": "ωB97M-V/def2-TZVPD", "symbols": ["Zn", "Cl", "C", "O", "C", "C", "O", "C", "H", "H", "H", "H", "H", "H", "H", "H", "H", "H", "C", "C", "O", "N", "C", "H", "H", "H", "H", "H", "H", "H", "C", "C", "O", "N", "C", "H", "H", "H", "H", "H", "H", "H"], "xyz": [[2.3649, 2.6790, -0.5717], [0.3365, 1.5028, -0.0468], [0.9388, -0.3034, 3.3184], [0.8529, 0.9124, 4.0713], [-0.3776, 1.6108, 4.1074], [-1.6323, 0.8626, 4.6702], [-2.2327, -0.1358, 3.9297], [-3.0586, 0.4608, 2.8662], [1.7322, -0.9670, 3.6624], [0.9542, -0.2866, 2.2287], [0.1407, -1.0247, 3.4944], [-0.8157, 2.0391, 3.2059], [-0.1073, 2.3905, 4.8195], [-2.3725, 1.6115, 4.9522], [-1.2057, 0.4230, 5.5718], [-3.7279, -0.3386, 2.5481], [-2.4629, 0.8057, 2.0210], [-3.6491, 1.2970, 3.2406], [3.8764, 0.9639, -3.9833], [2.5579, 1.4096, -3.4307], [2.3414, 2.1159, -2.4726], [1.4600, 0.8405, -3.9833], [0.1022, 1.0663, -3.5951], [4.0684, 1.6724, -4.7890], [3.8851, -0.0152, -4.4623], [4.6556, 1.0605, -3.2273], [1.5093, 0.4754, -4.9237], [-0.4588, 0.5303, -4.3606], [-0.2741, 2.0887, -3.6312], [-0.1224, 0.6335, -2.6203], [0.7239, -2.8887, -2.1651], [-0.5876, -2.8688, -1.2360], [-1.0694, -3.9050, -0.7833], [-1.1077, -1.7283, -0.9113], [-2.1665, -1.4002, 0.0160], [1.6480, -3.2501, -1.7139], [0.9555, -1.9366, -2.6425], [0.4461, -3.6838, -2.8570], [-0.6091, -0.9007, -1.2056], [-1.9025, -1.0770, 1.0229], [-2.8786, -2.2035, 0.2048], [-2.7313, -0.5381, -0.3388]], "spin_multiplicity": 2, "charge": 0, "e_homo_ev": [-7.46, -8.75]}

{"formula": "C10H24N2O3", "method": "ωB97M-V/def2-TZVPD", "symbols": ["C", "C", "N", "C", "C", "O", "C", "O", "C", "C", "O", "C", "N", "C", "C", "H", "H", "H", "H", "H", "H", "H", "H", "H", "H", "H", "H", "H", "H", "H", "H", "H", "H", "H", "H", "H", "H", "H", "H"], "xyz": [[-0.1280, 1.8201, -5.7503], [-0.5081, 1.9002, -4.2690], [0.5354, 2.3996, -3.3886], [1.6532, 1.5016, -3.1546], [1.3085, 0.4401, -2.1035], [2.4325, -0.3935, -1.9320], [0.9321, 1.0943, -0.7672], [0.7299, 0.1343, 0.2513], [-0.5330, -0.4934, 0.2257], [-0.6595, -1.3810, 1.4644], [-1.8423, -2.1325, 1.3488], [-0.6773, -0.5568, 2.7540], [-0.9100, -1.4569, 3.8700], [-1.0980, -0.7805, 5.1417], [-1.2920, -1.7985, 6.2563], [-0.9759, 1.4716, -6.3338], [0.6984, 1.1301, -5.9031], [0.1668, 2.8012, -6.1191], [-0.8103, 0.9139, -3.9128], [-1.3631, 2.5740, -4.1554], [0.8804, 3.2782, -3.7612], [1.9988, 0.9763, -4.0565], [2.4921, 2.0857, -2.7703], [0.4593, -0.1663, -2.4573], [2.3568, -0.7826, -1.0499], [1.7709, 1.7056, -0.4230], [0.0505, 1.7302, -0.9020], [-0.6562, -1.1257, -0.6628], [-1.3350, 0.2579, 0.2258], [0.2121, -2.0583, 1.4894], [-2.0996, -2.3682, 2.2525], [-1.5147, 0.1470, 2.7147], [0.2574, 0.0187, 2.8335], [-0.1288, -2.1044, 3.9488], [-1.9930, -0.1569, 5.0500], [-0.2511, -0.1163, 5.3874], [-1.5069, -1.2926, 7.1936], [-2.1195, -2.4604, 6.0152], [-0.3946, -2.4001, 6.3854]], "spin_multiplicity": 1, "charge": 0, "relative_energy_kj_mol": 4.1, "smiles": "CCNC[C@@H](O)COC[C@H](O)CNCC", "e_homo_ev": -8.84}

{"formula": "C10H24N2O4", "method": "ωB97M-V/def2-TZVPD", "symbols": ["H", "N", "C", "C", "C", "O", "C", "N", "O", "H", "H", "H", "H", "H", "H", "H", "C", "C", "C", "O", "H", "H", "H", "H", "H", "H", "H", "H", "C", "C", "C", "O", "H", "H", "H", "H", "H", "H", "H", "H"], "xyz": [[2.5195, 1.1215, -2.8092], [2.4240, 0.1835, -2.3634], [1.9359, 0.3643, -1.1419], [1.7541, -0.9465, -0.2625], [1.6316, 1.8620, -0.6729], [0.3054, 2.3500, -0.9921], [-0.7004, 1.3940, -0.7115], [-1.1573, 0.4492, -1.7527], [-1.2683, 1.3431, 0.4145], [0.6731, -1.1632, 0.0169], [2.3531, -0.8428, 0.7112], [2.2141, -1.8326, -0.8212], [2.3697, 2.5400, -1.2395], [1.9031, 1.9444, 0.4405], [-1.8851, 0.9139, -2.3433], [-1.5768, -0.3699, -1.2927], [-5.9702, 0.1124, -1.9116], [-4.9397, 1.2171, -2.0822], [-5.5365, 2.4273, -2.7830], [-3.8363, 0.7237, -2.8431], [-6.3385, -0.2314, -2.8837], [-5.5250, -0.7549, -1.4170], [-6.8211, 0.4549, -1.3177], [-4.5527, 1.5131, -1.1034], [-5.8898, 2.1633, -3.7852], [-4.7822, 3.2084, -2.9092], [-6.3744, 2.8388, -2.2151], [-4.1677, 0.4584, -3.7114], [3.7903, -1.6400, 4.8276], [3.8286, -2.2244, 3.4244], [5.2562, -2.4955, 2.9764], [3.2102, -1.3152, 2.5145], [4.3238, -0.6848, 4.8673], [2.7597, -1.4397, 5.1320], [4.2425, -2.3222, 5.5519], [3.2524, -3.1530, 3.3973], [5.8402, -1.5699, 2.9522], [5.2692, -2.9043, 1.9626], [5.7521, -3.2034, 3.6453], [3.7128, -0.4895, 2.5310]], "spin_multiplicity": 1, "charge": 0, "relative_energy_kj_mol": 0.0, "smiles": "[H]/N=C(/C)COC(N)=O.CC(C)O.CC(C)O", "e_homo_ev": -9.55}

{"formula": "C10H24N4O2P2Ru", "method": "ωB97M-V/def2-TZVPD", "symbols": ["Ru", "P", "P", "N", "N", "H", "H", "H", "C", "H", "C", "H", "H", "C", "C", "C", "C", "H", "H", "H", "H", "H", "H", "H", "C", "C", "C", "O", "H", "H", "H", "H", "H", "H", "H", "N", "C", "N", "O", "H", "H", "H", "H"], "xyz": [[-0.1200, 0.1276, -0.0777], [-1.8758, -1.0524, 0.7600], [-0.3624, 2.2527, 0.3054], [0.6263, -1.8386, -0.4447], [1.7084, 0.5788, -0.7412], [2.1322, -2.6700, -1.6322], [3.5073, -0.4131, -0.9003], [2.5419, -2.2083, 0.0725], [2.0069, -1.8878, -0.8489], [2.4299, -0.4104, -2.4273], [2.4917, -0.4948, -1.3144], [0.3582, -3.8958, -0.2195], [2.9240, 2.0548, -1.4345], [-0.1475, -2.9072, -0.2350], [1.9802, 1.8738, -0.9298], [-1.6202, -2.7160, -0.3082], [1.0851, 2.8385, -0.5133], [-2.2662, -3.4849, 0.2227], [1.2684, 3.8882, -0.6705], [-1.4448, 2.8614, -0.3673], [-0.2992, 2.8009, 1.6111], [-3.1228, -0.7726, 0.1645], [-2.4758, -1.2786, 2.0963], [0.4179, 1.1505, -3.1994], [-0.6245, 0.7954, -3.1255], [-1.5265, 1.9802, -3.4129], [-0.7998, -0.2797, -4.1903], [-0.9140, 0.2695, -1.8310], [-1.2280, 2.3695, -4.3974], [-2.5925, 1.6928, -3.4500], [-1.3906, 2.7556, -2.6524], [-0.1267, -1.1136, -4.0106], [-1.8187, -0.6718, -4.1979], [-0.5993, 0.1218, -5.1904], [-1.9620, -2.7312, -1.3813], [0.4590, 1.1198, 4.1284], [0.3684, 0.1014, 3.2821], [-0.2047, -1.0316, 3.7649], [0.7645, 0.1574, 2.0884], [0.1390, 1.0229, 5.0785], [1.0041, 1.9498, 3.9283], [-0.1446, -1.8710, 3.2243], [-0.4306, -1.0983, 4.7398]], "spin_multiplicity": 7, "charge": 2, "relative_energy_kj_mol": 0.0, "e_homo_ev": [-13.25, -16.21]}

{"formula": "C10H24NSi", "method": "ωB97M-V/def2-TZVPD", "symbols": ["C", "C", "C", "C", "C", "C", "C", "C", "C", "C", "N", "Si", "H", "H", "H", "H", "H", "H", "H", "H", "H", "H", "H", "H", "H", "H", "H", "H", "H", "H", "H", "H", "H", "H", "H", "H"], "xyz": [[-2.5617, 0.1391, -0.6863], [-1.5691, 1.3100, -0.9378], [-1.9239, -1.2113, -0.8823], [-0.2869, 1.3162, -0.1012], [-0.5745, -1.3080, -0.0179], [0.5366, 2.4285, -0.6345], [-0.5836, 1.7380, 1.3423], [0.2882, -2.5240, -0.4159], [-0.8219, -1.4548, 1.5421], [2.0880, -0.3232, 0.6569], [0.1789, -0.0895, -0.2460], [3.6937, -0.0308, -0.2920], [-3.0841, 0.3526, 0.3520], [-3.5109, 0.2283, -1.2989], [-1.1744, 1.1378, -1.9327], [-1.9870, 2.2676, -0.7344], [-2.5944, -2.0467, -0.5485], [-1.6561, -1.2121, -2.0118], [1.5930, 2.4334, -0.2870], [0.2308, 3.4660, -0.3633], [0.5352, 2.4815, -1.6526], [-0.5371, 2.8418, 1.4322], [-0.0512, 1.2871, 2.0581], [-1.5801, 1.5221, 1.6529], [1.0838, -2.9188, 0.3475], [0.8998, -2.4471, -1.3531], [-0.4160, -3.3275, -0.4136], [0.2357, -1.4432, 1.9821], [-1.3393, -2.3913, 1.6815], [-1.4492, -0.7087, 1.8916], [1.9148, 0.3127, 1.5680], [1.8784, -1.4023, 0.9345], [0.5508, -0.1788, -1.2302], [4.6370, 0.1083, 0.7482], [3.8111, -1.3538, -0.8583], [3.5457, 1.0009, -1.2917]], "spin_multiplicity": 1, "charge": 1, "relative_energy_kj_mol": 278.2, "e_homo_ev": -13.81}

{"formula": "C10H24P", "method": "ωB97M-V/def2-TZVPD", "symbols": ["C", "C", "C", "C", "C", "C", "C", "C", "C", "C", "P", "H", "H", "H", "H", "H", "H", "H", "H", "H", "H", "H", "H", "H", "H", "H", "H", "H", "H", "H", "H", "H", "H", "H", "H"], "xyz": [[-4.1183, 0.7854, 0.1948], [1.0500, -2.4685, 0.9232], [-0.0852, -0.8523, -1.8567], [3.1939, -0.0268, -0.6337], [1.4841, 2.2214, -0.7268], [1.4140, 0.8923, 1.8180], [-2.8454, -0.0879, -0.0417], [-0.1294, -1.5769, 0.5359], [-1.5627, 0.7850, -0.2466], [0.1165, -0.4727, -0.4670], [1.5350, 0.6046, 0.0328], [-3.7491, 1.5178, 0.8986], [-4.4304, 1.2553, -0.7658], [-4.9644, 0.2708, 0.7386], [1.6421, -1.8450, 1.5748], [1.5707, -3.1722, 0.1328], [0.6693, -3.2666, 1.5343], [0.2779, -0.0600, -2.4498], [0.5538, -1.6983, -2.3862], [-1.1044, -1.1210, -2.0346], [3.8292, 0.4896, 0.1059], [3.6243, 0.0689, -1.6120], [3.2411, -1.1762, -0.3449], [0.4283, 2.6489, -0.7228], [1.5511, 2.1143, -1.8062], [2.0353, 3.0830, -0.2978], [1.1343, 1.8440, 2.2316], [2.3841, 0.6719, 2.1058], [0.8966, 0.2080, 2.4589], [-3.0882, -0.6848, -0.9049], [-2.6267, -0.5465, 0.8926], [-0.3435, -1.0465, 1.5080], [-0.9494, -2.1725, 0.1394], [-1.2981, 1.4313, 0.5865], [-1.3365, 1.3820, -1.1147]], "spin_multiplicity": 1, "charge": 1, "relative_energy_kj_mol": 222.9, "e_homo_ev": -12.69}

Question: Which formula does entry 1 have?
Answer: C10H24ClN2O4Zn

Question: What is the formula in the sixth record?
Answer: C10H24P